(1)
{"formula": "C4H10O3", "method": "wB97M-V/def2-TZVPD", "energy_ha": -384.048555, "smiles": "C1COCCO1.O", "largest_force_ev_per_a": 3.3, "symbols": ["O", "O", "O", "C", "C", "C", "C", "H", "H", "H", "H", "H", "H", "H", "H", "H", "H"], "coordinates": [[-1.138, 2.126, -0.079], [0.552, -0.640, -1.237], [-0.049, -0.216, 1.439], [0.905, 0.536, 0.783], [-0.453, -1.553, -0.654], [1.517, -0.334, -0.291], [-1.098, -0.735, 0.508], [-1.265, -1.807, -1.362], [-1.800, -1.242, 1.198], [-0.005, -2.502, -0.301], [0.434, 1.455, 0.384], [-1.592, 2.297, -0.934], [-0.273, 2.588, -0.160], [-1.664, 0.051, -0.029], [2.128, -1.186, 0.064], [1.627, 0.840, 1.565], [2.173, 0.322, -0.895]], "atomic_forces_ev_per_a": [[-0.55, 1.61, -1.34], [-2.16, -2.48, -0.31], [-2.73, -1.07, -0.57], [1.10, 0.25, 0.62], [-0.10, 0.86, 1.11], [1.61, 2.11, -0.79], [0.71, -0.01, 0.39], [0.75, 0.38, -0.06], [0.49, -0.19, -0.65], [0.17, 0.50, -0.20], [1.35, -1.48, 0.27], [0.41, -0.06, 0.81], [-1.28, 0.03, -0.20], [0.53, -0.05, 0.81], [-0.61, 0.13, 0.08], [-0.03, -0.23, -0.44], [0.33, -0.31, 0.46]], "lowdin_charge": [-0.0856, -0.1409, -0.1268, -0.2433, -0.1335, -0.2251, -0.1294, 0.1229, 0.1275, 0.1212, 0.0705, 0.0813, 0.0612, 0.0957, 0.1352, 0.1382, 0.1308]}

---

(2)
{"formula": "C4H10O3", "method": "wB97M-V/def2-TZVPD", "energy_ha": -384.028903, "smiles": "C=C/C=C/O.O.O", "largest_force_ev_per_a": 4.7, "symbols": ["O", "O", "O", "C", "C", "C", "C", "H", "H", "H", "H", "H", "H", "H", "H", "H", "H"], "coordinates": [[0.424, 0.172, 3.294], [-2.832, -0.409, 0.013], [0.258, 1.755, -2.001], [-0.527, -0.774, 0.417], [1.510, -0.838, -1.090], [0.834, -0.476, -0.035], [-1.517, -0.074, -0.031], [-1.520, 0.881, -0.621], [0.783, 0.682, 2.503], [1.421, 0.119, 0.673], [0.928, -0.575, 3.359], [-0.755, -1.648, 0.955], [1.171, -1.422, -1.871], [0.980, 2.148, -2.483], [2.472, -0.477, -1.310], [-3.079, -1.314, 0.513], [-0.551, 2.251, -2.282]], "atomic_forces_ev_per_a": [[-1.37, 4.15, -1.64], [-1.90, -2.79, 2.01], [-1.57, 0.55, -0.13], [1.27, -0.22, -1.06], [0.02, 0.17, -0.04], [0.92, 0.71, 2.14], [-2.38, 1.66, -1.70], [0.79, -1.12, 0.72], [-0.77, -1.12, 1.63], [-0.02, 0.12, -0.16], [2.12, -3.02, 0.19], [-0.04, -1.12, 0.74], [-1.29, -1.31, -1.37], [0.35, 0.28, -0.30], [1.30, 0.54, 0.33], [1.41, 3.06, -1.60], [1.15, -0.55, 0.24]], "lowdin_charge": [-0.0419, -0.0462, -0.0650, -0.1268, 0.0051, -0.2075, -0.2269, 0.1296, 0.0600, 0.0831, -0.0243, 0.0999, 0.0416, 0.0310, 0.0464, 0.1772, 0.0648]}

---

(3)
{"formula": "C4H10O4", "method": "wB97M-V/def2-TZVPD", "energy_ha": -459.273623, "smiles": "COCO.C=O.C=O", "largest_force_ev_per_a": 1.9, "symbols": ["O", "O", "O", "O", "C", "C", "C", "C", "H", "H", "H", "H", "H", "H", "H", "H", "H", "H"], "coordinates": [[0.287, 2.969, 1.064], [-0.092, -1.265, 1.051], [1.426, -0.286, -0.441], [-0.853, 0.611, -1.627], [1.213, -1.244, 0.564], [0.921, 2.612, 0.109], [-1.377, 1.235, -0.725], [-0.981, -2.099, 0.330], [-1.377, 0.882, 0.315], [1.101, 3.279, -0.757], [-1.096, -1.795, -0.716], [1.860, -0.968, 1.403], [0.627, -0.214, -1.041], [-1.945, -2.024, 0.829], [-0.633, -3.138, 0.350], [1.503, -2.241, 0.188], [-1.983, 2.133, -0.918], [1.399, 1.551, 0.022]], "atomic_forces_ev_per_a": [[-0.27, 0.12, 0.13], [-0.14, 0.11, 0.03], [-0.76, -0.23, -0.73], [-0.27, 0.67, 0.44], [0.36, -0.23, -0.09], [1.33, -1.36, -0.28], [-0.59, -0.71, -0.47], [0.07, -0.13, -0.04], [0.34, -0.03, 0.04], [-0.13, 0.15, 0.02], [0.03, 0.07, 0.06], [-0.08, -0.03, -0.14], [0.92, -0.32, 0.78], [-0.01, -0.08, -0.04], [-0.08, 0.04, 0.04], [-0.16, 0.11, 0.12], [0.19, 0.11, -0.15], [-0.76, 1.73, 0.28]], "lowdin_charge": [-0.0152, -0.1655, -0.0940, -0.0232, -0.2987, -0.1666, -0.1044, -0.1000, 0.0945, 0.0864, 0.0806, 0.1343, 0.0653, 0.0925, 0.0910, 0.1289, 0.1012, 0.0930]}

---

(4)
{"formula": "C4H10OS", "method": "wB97M-V/def2-TZVPD", "energy_ha": -631.798114, "smiles": "CC=O.CSC", "largest_force_ev_per_a": 1.0, "symbols": ["S", "O", "C", "C", "C", "C", "H", "H", "H", "H", "H", "H", "H", "H", "H", "H"], "coordinates": [[-1.066, 1.652, 1.473], [0.964, -1.658, -2.616], [-1.007, 1.842, -0.317], [0.891, -3.002, -0.666], [0.660, 1.097, 1.645], [0.660, -1.754, -1.453], [1.663, -2.870, 0.099], [0.862, 0.575, 2.574], [1.270, 1.996, 1.626], [0.916, 0.542, 0.751], [-1.019, 0.849, -0.754], [-0.177, 2.439, -0.673], [1.224, -3.786, -1.347], [-0.003, -3.335, -0.144], [0.206, -0.862, -0.984], [-1.934, 2.322, -0.654]], "atomic_forces_ev_per_a": [[0.24, -0.13, 0.14], [0.00, -0.06, 0.00], [-0.94, -0.08, -0.12], [0.19, -0.39, 0.16], [-0.12, 0.95, -0.20], [0.16, 0.26, -0.55], [-0.07, 0.22, -0.08], [-0.23, -0.25, -0.07], [0.24, 0.05, 0.09], [0.10, -0.53, 0.12], [0.27, 0.01, -0.25], [0.26, 0.03, 0.08], [-0.04, 0.07, 0.03], [-0.18, 0.10, 0.02], [-0.03, -0.27, 0.40], [0.16, 0.01, 0.22]], "lowdin_charge": [0.7164, 0.0409, -0.4458, -0.0510, -0.4168, -0.3132, 0.0827, 0.0318, 0.0274, 0.0031, 0.0034, 0.0415, 0.0822, 0.0775, 0.0844, 0.0355]}

---

(5)
{"formula": "C4H10OS", "method": "wB97M-V/def2-TZVPD", "energy_ha": -631.766653, "smiles": "C=CO.CSC", "largest_force_ev_per_a": 1.5, "symbols": ["S", "O", "C", "C", "C", "C", "H", "H", "H", "H", "H", "H", "H", "H", "H", "H"], "coordinates": [[1.764, -0.169, 0.378], [-3.422, 1.468, -1.230], [-2.871, 1.898, -0.047], [2.828, -0.470, -1.084], [-2.604, 1.042, 0.928], [1.419, -1.842, 1.038], [1.566, -1.729, 2.102], [-2.380, 1.356, 1.931], [3.876, -0.574, -0.813], [2.699, 0.456, -1.637], [-2.438, 2.895, -0.087], [0.463, -2.176, 0.666], [2.400, -1.305, -1.628], [2.196, -2.537, 0.716], [-2.804, 1.694, -1.938], [-2.691, -0.007, 0.705]], "atomic_forces_ev_per_a": [[0.21, -0.15, -0.08], [0.36, -0.13, -0.22], [1.17, -0.20, -0.23], [-0.69, 0.41, 0.78], [-0.56, 0.05, -0.17], [1.17, 0.57, -0.66], [-0.68, -0.27, 0.31], [0.52, 0.14, 0.06], [-0.10, -0.30, -0.06], [0.13, -0.08, -0.35], [-0.73, 0.33, 0.39], [-0.32, -0.17, 0.44], [0.31, -0.07, -0.25], [-0.04, 0.07, -0.13], [-0.30, 0.07, -0.07], [-0.46, -0.26, 0.25]], "lowdin_charge": [0.6982, -0.0321, -0.2914, -0.4224, 0.0151, -0.4150, 0.0147, 0.0491, 0.0279, 0.0141, 0.1064, 0.0195, 0.0283, 0.0331, 0.0964, 0.0582]}

---

(6)
{"formula": "C4H10OS", "method": "wB97M-V/def2-TZVPD", "energy_ha": -631.773492, "smiles": "COCCSC", "largest_force_ev_per_a": 3.8, "symbols": ["S", "O", "C", "C", "C", "C", "H", "H", "H", "H", "H", "H", "H", "H", "H", "H"], "coordinates": [[-0.751, 1.439, 0.266], [-1.186, -1.287, -0.973], [0.321, 2.527, 1.199], [-0.023, -0.595, -1.311], [0.536, 0.259, -0.247], [-0.943, -2.242, 0.026], [-2.022, -2.596, 0.227], [0.877, 2.086, 1.961], [0.805, -1.289, -1.529], [-0.059, 0.039, -2.175], [0.872, -0.406, 0.604], [1.484, 0.672, -0.706], [1.044, 2.947, 0.487], [-0.315, -3.069, -0.488], [-0.162, 3.377, 1.762], [-0.477, -1.862, 0.897]], "atomic_forces_ev_per_a": [[0.40, -0.11, 0.32], [0.01, 1.12, -0.54], [-0.28, 2.28, -0.60], [1.37, -0.91, -0.36], [1.18, -0.04, 1.37], [-2.03, -2.36, -2.17], [1.99, 0.05, 0.18], [0.89, -1.47, 1.19], [-0.23, -0.41, -0.21], [-1.19, 0.01, -0.78], [-0.31, 1.03, -0.56], [-1.06, 0.25, 0.73], [-0.18, 0.18, 0.28], [-0.86, 0.88, 1.27], [-0.13, -0.83, -1.10], [0.41, 0.35, 0.97]], "lowdin_charge": [0.8360, -0.2095, -0.4505, -0.3800, -0.5132, -0.1142, 0.1243, 0.0025, 0.1231, 0.1147, 0.0895, 0.1158, 0.0325, 0.1188, 0.0580, 0.0522]}

---

(7)
{"formula": "C4H10OS", "method": "wB97M-V/def2-TZVPD", "energy_ha": -631.729964, "smiles": "C=CO.CSC", "largest_force_ev_per_a": 4.4, "symbols": ["S", "O", "C", "C", "C", "C", "H", "H", "H", "H", "H", "H", "H", "H", "H", "H"], "coordinates": [[1.694, 0.556, -1.740], [-3.387, -2.516, 2.240], [-2.644, -1.230, 0.469], [3.198, 0.299, -0.804], [1.272, 2.203, -1.241], [-2.390, -1.710, 1.721], [3.884, 1.122, -0.602], [3.672, -0.364, -1.406], [-2.175, -0.709, -0.393], [1.937, 2.995, -1.209], [-1.488, -1.795, 2.363], [-4.300, -2.125, 2.349], [-3.551, -1.633, 0.099], [0.449, 2.611, -1.857], [0.805, 2.305, -0.176], [3.023, -0.009, 0.186]], "atomic_forces_ev_per_a": [[0.20, 0.84, -0.03], [-1.28, -0.03, 1.31], [1.01, -0.35, 0.55], [-0.73, 2.20, 0.95], [-3.83, 0.33, 2.15], [-0.50, 0.16, -2.01], [-0.29, 0.63, -0.90], [1.83, -2.42, -1.18], [0.66, -0.08, 1.65], [2.33, 0.98, -0.50], [-0.58, 0.69, -0.80], [1.88, -0.23, -0.57], [-1.18, -0.16, -0.13], [0.29, -0.59, -0.08], [0.71, -0.77, -1.51], [-0.53, -1.18, 1.10]], "lowdin_charge": [0.7646, -0.0906, 0.0106, -0.4255, -0.4919, -0.2506, 0.0538, -0.0235, 0.0612, -0.0012, 0.1128, 0.1258, 0.0324, 0.0329, 0.0710, 0.0182]}

---

(8)
{"formula": "C4H10OS", "method": "wB97M-V/def2-TZVPD", "energy_ha": -631.601993, "largest_force_ev_per_a": 4.5, "symbols": ["S", "O", "C", "C", "C", "C", "H", "H", "H", "H", "H", "H", "H", "H", "H", "H"], "coordinates": [[-0.690, 0.509, 0.329], [-0.961, 1.891, 0.100], [0.943, 0.240, 0.228], [1.507, 1.190, -0.730], [-3.012, -0.884, -0.407], [1.685, -0.975, 0.700], [-0.929, 0.195, 1.741], [0.918, 2.074, -1.019], [2.473, 1.732, -0.428], [-2.821, -0.561, 0.581], [-3.907, -0.545, -0.956], [1.875, 0.691, -1.753], [-2.592, -1.887, -0.755], [1.181, -1.227, 1.589], [1.510, -1.692, -0.093], [2.821, -0.748, 0.871]], "atomic_forces_ev_per_a": [[-0.91, -2.96, 1.76], [-1.13, 2.92, -0.32], [1.80, 0.92, 0.00], [3.28, 1.10, -2.93], [-0.42, -1.91, -1.66], [1.10, 1.81, -0.98], [0.45, 0.13, -1.16], [-0.32, -0.84, 0.22], [-0.97, -1.15, 0.25], [-0.36, -0.01, 0.70], [0.70, 0.04, 0.43], [-0.88, 0.69, 1.92], [-0.48, 1.64, 0.67], [-0.13, -1.08, 1.33], [0.52, -0.80, 0.13], [-2.23, -0.51, -0.36]], "lowdin_charge": [0.8250, -0.5013, -0.5890, -0.1650, 0.0014, -0.0879, 0.0571, 0.0597, 0.1025, -0.0909, -0.0029, 0.1252, 0.0181, 0.0417, 0.0777, 0.1287]}

---

(9)
{"formula": "C4H10OS", "method": "wB97M-V/def2-TZVPD", "energy_ha": -631.604692, "largest_force_ev_per_a": 5.3, "symbols": ["S", "O", "C", "C", "C", "C", "H", "H", "H", "H", "H", "H", "H", "H", "H", "H"], "coordinates": [[0.969, 0.309, -0.313], [1.634, 1.564, -0.100], [-0.840, 0.622, -0.421], [-1.304, 1.414, 0.784], [2.371, -1.367, 0.571], [-1.677, -0.578, -0.810], [-2.030, 0.957, 1.306], [-1.785, -1.205, 0.038], [-2.558, -0.074, -1.178], [1.597, -2.011, 0.060], [-1.822, 2.496, 0.506], [1.268, -0.128, -1.623], [-0.439, 1.645, 1.342], [-1.223, -0.974, -1.664], [3.191, -1.153, -0.118], [2.648, -1.519, 1.621]], "atomic_forces_ev_per_a": [[-2.04, -0.90, -0.60], [1.13, 1.49, 0.52], [1.83, -0.51, 0.51], [0.76, 3.81, -3.62], [-1.29, -0.03, -1.74], [0.77, 2.83, 0.08], [-2.40, -1.96, 2.13], [-0.65, -0.99, 0.42], [-0.94, -0.45, 0.23], [1.22, 0.05, 1.16], [1.47, -2.55, 0.29], [-0.59, -0.02, 0.87], [0.66, 0.53, 1.07], [0.59, -1.47, -1.16], [-0.02, -0.02, 0.31], [-0.51, 0.20, -0.46]], "lowdin_charge": [0.8296, -0.4979, -0.4354, -0.1308, -0.0918, -0.1250, 0.0161, 0.0714, 0.0847, -0.0044, 0.1475, 0.0552, 0.0377, 0.0431, -0.0072, 0.0071]}

---

(10)
{"formula": "C4H10OS", "method": "wB97M-V/def2-TZVPD", "spin_multiplicity": 3, "energy_ha": -631.551520, "s2": 2.01, "largest_force_ev_per_a": 4.3, "symbols": ["S", "O", "C", "C", "C", "C", "H", "H", "H", "H", "H", "H", "H", "H", "H", "H"], "coordinates": [[0.924, 0.231, -0.434], [1.840, 1.332, -0.250], [-1.705, -0.609, -0.205], [-0.983, 1.818, 0.573], [1.898, -1.457, 0.262], [-0.659, 0.334, 0.309], [-0.285, 2.037, 1.367], [1.981, -1.626, 1.314], [-2.614, -0.122, -0.521], [-1.289, -1.158, -1.176], [1.335, -0.322, -1.931], [-0.763, 2.308, -0.352], [-1.931, -1.219, 0.675], [2.886, -1.135, -0.073], [1.387, -2.318, -0.169], [-2.023, 1.908, 0.610]], "atomic_forces_ev_per_a": [[0.84, -4.25, -0.20], [0.13, 1.26, 0.81], [1.92, -0.80, -1.32], [1.41, -2.89, -0.52], [-0.84, 1.87, -0.59], [-1.26, 2.31, 0.33], [-0.50, 1.23, 0.39], [-0.49, 0.51, 0.92], [-0.25, 0.45, 0.03], [-0.91, 0.50, 2.29], [0.73, -0.30, -1.25], [0.79, 0.87, -0.54], [-0.23, -0.79, -0.62], [-0.23, -0.65, -0.53], [0.45, 0.23, -0.53], [-1.58, 0.43, 1.33]], "lowdin_spin": [0.4226, 0.0136, 0.0902, 0.0903, 0.0997, 0.7220, 0.0145, 0.0024, 0.0088, 0.0095, 0.4497, 0.0272, 0.0267, 0.0139, 0.0053, 0.0037]}

---

(11)
{"formula": "C4H10OS", "method": "wB97M-V/def2-TZVPD", "spin_multiplicity": 3, "energy_ha": -631.552886, "s2": 2.01, "largest_force_ev_per_a": 4.4, "symbols": ["S", "O", "C", "C", "C", "C", "H", "H", "H", "H", "H", "H", "H", "H", "H", "H"], "coordinates": [[-0.077, -1.659, -0.918], [0.481, -2.930, -0.437], [-0.010, 1.961, 1.064], [-1.733, -1.733, -1.210], [0.807, -0.315, 0.449], [0.812, 1.138, 0.171], [0.420, 1.980, 2.080], [-2.190, -0.803, -1.486], [-0.147, 2.949, 0.832], [0.482, -1.314, -2.175], [1.798, 1.595, 0.130], [-1.022, 1.446, 1.056], [0.430, 1.289, -0.908], [0.285, -0.590, 1.371], [1.847, -0.693, 0.511], [-2.181, -2.322, -0.528]], "atomic_forces_ev_per_a": [[1.65, 0.74, -2.02], [-0.35, 0.25, 0.04], [-1.90, -2.59, 2.08], [0.01, 1.16, -1.60], [2.76, 0.75, 3.37], [0.12, 0.57, -3.11], [-0.39, -0.36, -0.16], [-0.17, 0.31, -0.23], [-0.25, 2.47, -1.15], [-0.27, -0.89, 0.00], [0.44, -0.49, -0.09], [0.81, 0.89, 0.60], [0.29, -0.08, 0.99], [-0.05, -0.07, -0.23], [-0.73, -0.33, -0.26], [-1.97, -2.33, 1.78]], "lowdin_spin": [0.3993, -0.0072, 0.0088, 0.7724, 0.4855, 0.0638, 0.0009, 0.0438, 0.0010, 0.0993, 0.0066, 0.0006, 0.0240, 0.0160, 0.0292, 0.0561]}

---

(12)
{"formula": "C4H10OS2", "method": "wB97M-V/def2-TZVPD", "energy_ha": -1029.918855, "largest_force_ev_per_a": 4.2, "symbols": ["S", "S", "O", "C", "C", "C", "C", "H", "H", "H", "H", "H", "H", "H", "H", "H", "H"], "coordinates": [[3.034, 0.352, -0.776], [0.839, -0.879, 1.134], [1.545, -2.016, 0.606], [-0.143, -0.180, -0.256], [-1.151, -1.312, -0.842], [-0.945, 0.989, 0.223], [2.412, 0.856, 0.798], [-1.446, 1.576, -0.510], [-1.842, -0.987, -1.567], [3.536, -0.724, -0.274], [-0.295, 1.842, 0.709], [-1.797, -1.784, -0.006], [-1.591, 0.658, 1.023], [-0.688, -2.220, -1.078], [0.569, -0.026, -0.996], [1.839, 1.736, 0.712], [3.068, 0.676, 1.602]], "atomic_forces_ev_per_a": [[-0.19, 1.44, 0.01], [-0.23, 3.91, 0.28], [1.25, -2.09, -0.94], [-2.62, -2.45, 0.32], [-0.04, 0.12, 4.15], [2.07, 2.13, 1.95], [-1.73, -2.84, -1.33], [-0.79, -0.17, -0.90], [-0.43, 0.68, -1.08], [0.71, -1.47, 0.26], [-0.81, -1.72, -0.65], [0.61, 1.38, -0.71], [-0.56, 0.07, 0.01], [1.38, -0.94, -1.22], [1.21, 0.71, -1.41], [-0.36, 1.00, 0.35], [0.53, 0.22, 0.91]], "lowdin_charge": [0.7376, 0.8848, -0.5753, -0.5943, -0.0741, -0.1385, -0.5073, 0.0669, 0.0511, -0.1558, 0.0990, 0.1008, 0.0713, 0.0347, 0.0113, -0.0156, 0.0036]}